Entry 1:
{"formula": "C4H7N3O", "method": "wB97M-V/def2-TZVPD", "symbols": ["H", "N", "C", "N", "O", "C", "C", "N", "C", "H", "H", "H", "H", "H", "H"], "coordinates": [[-2.74588, 1.04382, -0.02421], [-2.69397, -0.00809, -0.13619], [-1.45303, -0.10110, -0.20721], [-0.80023, -1.23846, 0.31887], [0.51601, -1.59923, -0.21736], [1.69566, -0.66173, -0.23514], [0.85535, 0.60815, 0.31830], [0.60187, 1.95692, -0.06230], [-0.27593, 0.92893, -0.37269], [-1.23115, -2.13664, 0.61042], [2.65684, -1.15587, 0.41832], [2.17947, -0.61219, -1.27116], [0.72470, 0.38021, 1.34030], [0.24030, 2.14093, 0.94649], [-0.26999, 0.45435, -1.42646]], "atomic_forces_ev_per_a": [[-1.179, -1.300, -0.598], [-1.088, 2.273, -0.061], [1.981, 0.231, 4.120], [1.643, -0.168, -0.517], [0.689, -1.005, -0.803], [0.164, 0.427, 1.225], [5.584, -4.492, 0.681], [-0.381, 3.477, 3.508], [-5.183, -5.830, -5.963], [0.113, 1.195, -0.905], [-3.084, 1.555, -1.108], [-1.476, 0.058, 1.090], [-0.158, -0.045, 1.189], [0.913, 1.701, -2.128], [1.461, 1.923, 0.268]], "homo_lumo_gap_ev": 9.7412, "homo_energy_ha": -0.33054, "smiles": "[H]/N=C1/NOC[C@H]2N[C@H]12", "total_energy_ha": -395.8357}


Entry 2:
{"formula": "C4H7N3O", "method": "wB97M-V/def2-TZVPD", "symbols": ["C", "C", "C", "C", "H", "H", "H", "H", "H", "H", "H", "N", "N", "N", "O"], "coordinates": [[-2.03785, 1.86709, 0.59694], [0.07650, 0.69016, -0.01711], [1.75046, -0.85003, -0.44810], [2.46007, -1.92788, -1.02596], [-3.07385, -0.40591, 1.65288], [-2.58590, 2.93383, 0.44290], [0.24812, -0.00459, 0.81309], [1.08829, 0.77310, -1.68691], [1.65037, -0.76694, 0.83425], [2.52982, -2.93414, -0.10835], [2.91341, -2.20655, -2.37341], [-2.65965, 1.18531, 1.38299], [-1.02246, 1.48802, -0.24113], [1.08364, 0.41217, -0.83258], [-2.42096, -0.25365, 1.01048]], "atomic_forces_ev_per_a": [[1.613, 4.463, -2.701], [-5.694, 2.065, 1.278], [1.460, -0.967, 1.910], [-0.832, -0.781, 0.605], [-1.426, -2.171, 1.200], [2.159, -2.017, 0.541], [-1.194, 1.028, 0.761], [0.230, 1.644, -4.608], [0.602, -1.224, -4.048], [0.257, 3.459, -3.379], [-1.896, 1.179, 4.735], [-2.517, -3.509, 1.191], [4.894, -1.592, -1.355], [1.401, -3.475, 3.044], [0.943, 1.899, 0.828]], "homo_lumo_gap_ev": 9.2341, "homo_energy_ha": -0.31745, "total_energy_ha": -395.8265}


Entry 3:
{"formula": "C4H7N3O", "method": "wB97M-V/def2-TZVPD", "symbols": ["O", "C", "N", "C", "N", "C", "C", "N", "H", "H", "H", "H", "H", "H", "H"], "coordinates": [[2.48619, -0.41872, -0.97565], [1.44148, -1.02957, -0.95460], [0.33940, -0.43974, -0.36439], [-0.88561, -1.07828, -0.07899], [-1.87325, -0.47291, 0.41941], [-1.75710, 0.92666, 0.72537], [-0.34681, 1.28390, 1.12856], [0.45407, 0.88703, -0.07831], [1.31641, -2.07035, -1.32140], [-1.00711, -2.08734, -0.48483], [-2.47817, 1.19596, 1.57219], [-2.09744, 1.58280, -0.09480], [0.00740, 0.73921, 2.00743], [-0.18906, 2.36940, 1.29616], [1.40514, 1.18320, 0.07134]], "atomic_forces_ev_per_a": [[0.255, -0.278, -0.559], [-0.180, 0.161, 0.926], [0.098, -2.349, -0.437], [0.287, 0.895, -0.947], [-0.602, -0.469, -0.297], [-1.254, 1.203, 2.072], [0.647, 0.045, -1.294], [-0.701, 2.758, 1.314], [-0.213, 0.467, 0.160], [0.410, 0.127, 0.450], [0.856, -0.598, -0.940], [0.296, -0.537, 0.007], [-0.268, -0.067, 0.143], [-0.139, -0.670, -0.237], [0.506, -0.689, -0.361]], "homo_lumo_gap_ev": 9.4440, "homo_energy_ha": -0.31378, "smiles": "O=CN1C=NCCN1", "total_energy_ha": -396.0772}